--- P ---
Formula: C33H56CrN6OPSTe
Source: the OMol25 dataset
Level of theory: ωB97M-V with the def2-TZVPD basis set

Results
Multiplicity = 4
⟨S²⟩ = 3.820
Net charge = 0
LUMO energy (alpha / beta) = 0.21 / -0.84 eV

Last column: Mulliken charge in e.
Geometry (Å):
Cr (0.177, 1.218, 1.380)  -0.4626
N (-0.107, 1.830, 3.715)  -0.3631
C (0.916, 1.615, 4.753)  -0.3135
C (1.632, 2.906, 5.137)  -1.0995
C (2.400, 3.595, 4.009)  -0.2438
C (3.458, 2.700, 3.365)  -0.9009
N (2.849, 1.904, 2.300)  -0.2622
H (-0.568, 2.722, 3.886)  0.1988
H (-0.822, 1.110, 3.800)  0.2006
H (1.636, 0.889, 4.370)  0.0835
H (0.463, 1.199, 5.663)  0.4398
H (2.329, 2.669, 5.946)  0.3589
H (0.891, 3.607, 5.532)  0.3578
H (2.882, 4.481, 4.428)  0.3654
H (1.712, 3.927, 3.227)  0.1038
H (3.880, 2.020, 4.112)  0.4183
H (4.280, 3.323, 2.989)  0.4540
H (3.491, 1.199, 1.956)  0.1005
H (2.635, 2.505, 1.509)  -0.0282
N (-1.250, 0.158, 1.999)  -1.2508
P (-1.162, -1.221, 1.298)  -0.2346
N (-1.411, -1.176, -0.363)  1.0569
C (-0.988, -2.145, -1.356)  0.1124
C (-2.134, -2.513, -2.302)  -0.9706
C (-2.721, -1.255, -2.943)  -0.5254
C (-3.147, -0.271, -1.856)  -0.7046
C (-1.960, 0.043, -0.948)  -0.2633
N (0.256, -2.088, 1.610)  1.4469
C (0.404, -3.519, 1.424)  -1.1684
C (1.646, -3.800, 0.552)  -1.0944
C (2.617, -2.617, 0.649)  0.0083
C (2.672, -2.133, 2.095)  -1.2571
C (1.295, -1.569, 2.489)  1.7787
N (-2.294, -2.391, 1.807)  0.2730
C (-2.249, -2.616, 3.253)  -0.3480
C (-3.333, -1.814, 3.967)  -0.6404
C (-4.717, -2.341, 3.565)  -0.7224
C (-4.669, -2.940, 2.151)  -1.0936
C (-3.653, -2.211, 1.280)  0.1755
H (-0.624, -3.035, -0.848)  0.0622
H (-0.167, -1.734, -1.961)  0.0440
H (-2.915, -3.039, -1.748)  0.2542
H (-1.756, -3.192, -3.071)  0.4011
H (-3.573, -1.517, -3.574)  0.4397
H (-1.967, -0.782, -3.581)  0.0521
H (-3.957, -0.704, -1.264)  0.2211
H (-3.508, 0.657, -2.303)  0.3326
H (-2.271, 0.698, -0.132)  0.4488
H (-1.198, 0.572, -1.538)  -0.4739
H (-0.507, -3.920, 0.984)  0.4901
H (0.524, -3.999, 2.407)  0.5893
H (1.368, -3.947, -0.493)  0.3663
H (2.132, -4.715, 0.900)  0.4049
H (2.256, -1.793, 0.029)  -0.3347
H (3.607, -2.907, 0.294)  0.5417
H (3.435, -1.363, 2.220)  0.4334
H (2.934, -2.973, 2.744)  0.3828
H (1.305, -0.479, 2.397)  -1.9639
H (1.080, -1.824, 3.540)  0.3521
H (-1.263, -2.310, 3.614)  -0.0684
H (-2.369, -3.686, 3.463)  0.4946
H (-3.222, -0.772, 3.660)  0.1076
H (-3.203, -1.862, 5.050)  0.5274
H (-5.443, -1.527, 3.600)  0.3595
H (-5.044, -3.109, 4.269)  0.3091
H (-5.651, -2.885, 1.679)  0.4356
H (-4.387, -3.994, 2.198)  0.3397
H (-3.924, -1.147, 1.225)  0.3124
H (-3.670, -2.616, 0.266)  -0.1591
Te (-0.393, 3.550, 0.571)  -0.1646
O (1.270, 0.937, 0.293)  0.8440
S (1.406, 2.587, -1.859)  -0.1026
C (1.037, 3.743, -3.267)  -1.2825
C (-0.282, 3.419, -3.894)  0.3947
C (-0.358, 2.771, -5.123)  -0.2247
C (-1.579, 2.325, -5.612)  -0.6997
C (-2.737, 2.537, -4.882)  -0.3835
C (-2.678, 3.247, -3.691)  -0.7493
C (-1.460, 3.683, -3.199)  -0.2243
C (1.334, 1.012, -2.785)  1.4357
C (2.632, 0.679, -3.452)  -0.1231
C (2.690, 0.498, -4.828)  -0.1204
C (3.885, 0.155, -5.445)  -0.8301
C (5.032, -0.009, -4.687)  -0.4387
C (4.984, 0.179, -3.312)  -0.9072
C (3.793, 0.524, -2.698)  -0.0249
H (1.866, 3.670, -3.971)  0.4478
H (1.031, 4.724, -2.796)  0.5208
H (0.545, 2.615, -5.701)  0.4718
H (-1.624, 1.798, -6.556)  0.4048
H (-3.682, 2.149, -5.238)  0.4290
H (-3.583, 3.455, -3.135)  0.4101
H (-1.409, 4.216, -2.258)  0.4347
H (0.515, 1.072, -3.499)  0.1638
H (1.108, 0.290, -2.002)  -1.4832
H (1.790, 0.613, -5.419)  0.4187
H (3.915, 0.021, -6.518)  0.3996
H (5.963, -0.285, -5.165)  0.3821
H (5.880, 0.050, -2.719)  0.4068
H (3.747, 0.678, -1.627)  0.5064

***

--- Q ---
Formula: C33H56CrN6OPSTe
Source: the OMol25 dataset
Level of theory: ωB97M-V with the def2-TZVPD basis set

Results
Multiplicity = 4
⟨S²⟩ = 4.071
Net charge = 0
LUMO energy (alpha / beta) = 0.14 / 0.51 eV

Last column: Mulliken charge in e.
Geometry (Å):
Cr (1.065, -0.071, 1.372)  0.2453
N (1.005, 0.225, 3.516)  -0.3783
C (0.366, -0.500, 4.620)  -0.4098
C (1.036, -1.830, 4.943)  -1.1448
C (1.208, -2.745, 3.735)  -0.2848
C (-0.083, -2.969, 2.943)  -0.5260
N (0.029, -2.318, 1.630)  -0.4707
H (1.993, 0.402, 3.700)  0.2586
H (0.558, 1.132, 3.367)  0.2500
H (-0.681, -0.657, 4.351)  0.1269
H (0.359, 0.118, 5.523)  0.4576
H (0.442, -2.326, 5.716)  0.3503
H (2.018, -1.639, 5.386)  0.4308
H (1.630, -3.700, 4.055)  0.3837
H (1.953, -2.295, 3.070)  -0.0991
H (-0.936, -2.516, 3.453)  0.3338
H (-0.307, -4.037, 2.854)  0.4927
H (-0.823, -2.412, 1.086)  -0.0808
H (0.751, -2.771, 1.077)  0.0540
N (0.148, 1.618, 1.364)  -0.9500
P (-1.097, 2.057, 0.578)  -1.2569
N (-0.881, 2.051, -1.085)  0.9125
C (-1.922, 1.793, -2.063)  0.1307
C (-1.842, 2.769, -3.234)  -0.9868
C (-0.452, 2.738, -3.862)  -0.7169
C (0.607, 3.006, -2.797)  -0.8107
C (0.462, 2.017, -1.649)  0.6706
N (-2.487, 1.160, 0.905)  1.6744
C (-3.849, 1.638, 0.698)  -1.1749
C (-4.695, 0.541, 0.022)  -1.1994
C (-4.068, -0.832, 0.276)  0.1146
C (-3.584, -0.892, 1.720)  -1.1811
C (-2.464, 0.145, 1.948)  1.8561
N (-1.633, 3.627, 0.874)  0.0763
C (-2.009, 3.873, 2.278)  -0.3847
C (-0.916, 4.633, 3.017)  -0.6458
C (-0.751, 6.036, 2.413)  -0.7064
C (-1.135, 6.028, 0.927)  -1.0414
C (-0.798, 4.691, 0.289)  0.0163
H (-2.900, 1.861, -1.594)  -0.0611
H (-1.824, 0.765, -2.450)  0.1055
H (-2.057, 3.777, -2.864)  0.2891
H (-2.609, 2.521, -3.971)  0.3990
H (-0.378, 3.454, -4.683)  0.4700
H (-0.282, 1.743, -4.293)  0.2001
H (0.495, 4.024, -2.412)  0.2671
H (1.614, 2.930, -3.217)  0.3799
H (1.183, 2.207, -0.854)  0.5171
H (0.662, 1.005, -2.028)  -1.3286
H (-3.834, 2.556, 0.114)  0.5153
H (-4.286, 1.907, 1.671)  0.5779
H (-4.784, 0.723, -1.051)  0.4171
H (-5.708, 0.563, 0.431)  0.3987
H (-3.216, -0.974, -0.395)  -0.4373
H (-4.784, -1.630, 0.066)  0.5810
H (-3.228, -1.891, 1.987)  0.4430
H (-4.429, -0.682, 2.381)  0.3918
H (-1.493, -0.343, 1.942)  -1.8341
H (-2.577, 0.604, 2.943)  0.1493
H (-2.196, 2.912, 2.762)  0.0599
H (-2.952, 4.433, 2.313)  0.3816
H (0.007, 4.057, 2.919)  0.1234
H (-1.151, 4.694, 4.082)  0.4939
H (0.283, 6.368, 2.531)  0.3712
H (-1.374, 6.756, 2.948)  0.2783
H (-0.624, 6.828, 0.388)  0.4431
H (-2.207, 6.208, 0.810)  0.3319
H (0.272, 4.479, 0.436)  0.4098
H (-0.978, 4.719, -0.786)  -0.1149
Te (3.653, 0.033, 1.476)  -0.6054
O (1.203, -0.913, -0.457)  0.7706
S (2.490, -1.121, -1.257)  0.1978
C (1.735, -1.547, -2.874)  -1.1067
C (0.644, -2.574, -2.829)  -0.4410
C (-0.610, -2.260, -2.306)  0.9192
C (-1.601, -3.227, -2.233)  -0.8789
C (-1.355, -4.518, -2.685)  -0.5791
C (-0.117, -4.832, -3.226)  -0.8080
C (0.874, -3.863, -3.299)  -0.2397
C (3.051, -2.783, -0.811)  -0.4440
C (4.262, -3.138, -1.628)  -0.1315
C (5.321, -2.237, -1.732)  -0.0989
C (6.439, -2.564, -2.485)  -0.7733
C (6.516, -3.791, -3.129)  -0.4189
C (5.470, -4.696, -3.017)  -0.7415
C (4.347, -4.368, -2.272)  -0.3753
H (2.558, -1.849, -3.524)  0.6838
H (1.360, -0.587, -3.232)  0.3827
H (-0.802, -1.256, -1.950)  0.1261
H (-2.572, -2.969, -1.829)  0.5080
H (-2.130, -5.271, -2.628)  0.4207
H (0.077, -5.830, -3.597)  0.4003
H (1.838, -4.107, -3.730)  0.5661
H (2.221, -3.473, -0.970)  0.3989
H (3.288, -2.698, 0.251)  0.5557
H (5.272, -1.289, -1.205)  0.4449
H (7.257, -1.859, -2.560)  0.3980
H (7.391, -4.044, -3.713)  0.3804
H (5.529, -5.658, -3.510)  0.3892
H (3.529, -5.075, -2.182)  0.4942

***

List of relative energies, unit kcal/mol: P 20.4; Q 0.0

***

--- P ---
Formula: C4H14O2S2
Source: the OMol25 dataset
Level of theory: ωB97M-V with the def2-TZVPD basis set

Results
SMILES string = CCSSCC.O.O
Net charge = 0
LUMO energy = 0.38 eV

Last column: Mulliken charge in e.
Geometry (Å):
C (2.291, 1.527, 0.518)  -0.9449
C (1.980, 0.016, 0.456)  -0.1879
S (2.035, -0.761, -1.207)  -0.1592
S (0.332, -0.601, -2.273)  -0.1024
C (-0.722, -1.918, -1.581)  -0.6313
C (-1.839, -1.508, -0.594)  -0.7077
H (2.564, 1.842, -0.468)  0.3174
H (3.175, 1.719, 1.124)  0.3290
H (1.406, 2.101, 0.725)  0.2210
H (0.978, -0.242, 0.801)  -0.0018
H (2.708, -0.501, 1.062)  0.4274
H (-1.124, -2.455, -2.427)  0.4206
H (-0.090, -2.610, -1.054)  0.3493
H (-2.808, -1.959, -0.834)  0.3336
H (-2.007, -0.449, -0.484)  0.1812
H (-1.558, -1.959, 0.362)  0.2016
H (-0.968, 0.910, 1.874)  0.3016
H (-1.734, 0.136, 2.940)  0.3205
O (-1.238, 0.962, 2.804)  -0.6685
H (-1.160, 2.554, -0.233)  0.2545
H (-1.249, 1.591, -1.224)  0.2444
O (-0.973, 1.605, -0.288)  -0.4983

***

--- Q ---
Formula: C4H14O2S2
Source: the OMol25 dataset
Level of theory: ωB97M-V with the def2-TZVPD basis set

Results
SMILES string = CCCSSC.O.O
Net charge = 0
LUMO energy = 0.59 eV

Last column: Mulliken charge in e.
Geometry (Å):
C (1.596, -0.159, 1.503)  -0.2121
C (0.089, -0.209, 1.041)  -0.9198
C (1.775, -0.428, 3.053)  -0.5530
S (1.970, -2.142, 3.518)  -0.1168
S (0.698, -3.545, 2.561)  -0.1012
C (1.737, -3.764, 1.123)  -0.7430
H (2.241, -0.915, 0.979)  0.1027
H (1.886, 0.866, 1.039)  0.2993
H (-0.610, 0.501, 1.670)  0.2962
H (-0.044, -0.037, -0.058)  0.3310
H (-0.312, -1.309, 1.121)  0.1574
H (2.617, 0.031, 3.516)  0.3431
H (0.842, -0.124, 3.695)  0.2721
H (1.028, -3.664, 0.281)  0.2692
H (2.711, -3.136, 0.902)  0.2582
H (1.915, -4.894, 1.059)  0.3167
H (-2.384, 5.746, -4.121)  0.3014
H (-2.029, 4.708, -5.165)  0.3178
O (-2.129, 4.896, -4.245)  -0.6192
H (-4.582, 2.197, -5.150)  0.3074
H (-4.144, 3.012, -4.086)  0.3364
O (-4.869, 2.369, -4.236)  -0.6438

***

--- R ---
Formula: C4H14O2S2
Source: the OMol25 dataset
Level of theory: ωB97M-V with the def2-TZVPD basis set

Results
SMILES string = CCCSSC.O.O
Net charge = 0
LUMO energy = 0.52 eV

Last column: Mulliken charge in e.
Geometry (Å):
C (0.469, -0.506, 2.538)  -0.6117
C (-1.032, -0.522, 2.636)  -0.9242
C (1.179, -0.442, 1.075)  -0.5075
S (1.088, 1.155, 0.168)  -0.1212
S (2.691, 0.924, -1.138)  -0.0920
C (1.869, 1.434, -2.735)  -0.7032
H (0.867, 0.360, 3.017)  0.3705
H (0.751, -1.381, 3.100)  0.3319
H (-1.399, -1.508, 2.321)  0.2790
H (-1.476, -0.201, 3.654)  0.2961
H (-1.504, 0.236, 1.978)  0.1887
H (2.208, -0.368, 1.373)  0.4230
H (0.706, -1.207, 0.395)  0.2931
H (1.371, 2.403, -2.544)  0.2552
H (2.596, 1.420, -3.598)  0.3030
H (1.170, 0.565, -2.964)  0.2163
H (-1.157, -2.537, -1.985)  0.2772
H (-1.608, -0.976, -1.904)  0.3558
O (-1.224, -1.781, -1.440)  -0.6026
H (-3.309, 0.763, -1.357)  0.3329
H (-1.881, 1.231, -0.905)  0.3235
O (-2.375, 0.937, -1.684)  -0.6835

***

List of relative energies, unit kcal/mol: P 0.0; Q 31.0; R 10.3

***

--- P ---
Formula: C14H21N7
Source: the OMol25 dataset
Level of theory: ωB97M-V with the def2-TZVPD basis set

Results
SMILES string = CC#N.CC#N.CC#N.CC#N.CC#N.CC#N.CC#N
Net charge = 0
LUMO energy = 0.08 eV

Last column: Mulliken charge in e.
Geometry (Å):
C (1.762, -2.233, 2.637)  -0.6118
C (1.275, -3.591, 2.796)  0.3592
N (0.914, -4.674, 2.921)  -0.4095
H (2.647, -2.250, 2.007)  0.2631
H (1.989, -1.766, 3.591)  0.3282
H (1.012, -1.642, 2.112)  0.0566
C (-3.413, 1.212, 2.912)  -0.3954
C (-4.682, 0.606, 2.544)  0.2964
N (-5.673, 0.113, 2.261)  -0.3559
H (-2.870, 1.602, 2.058)  -0.0472
H (-2.792, 0.429, 3.361)  0.2267
H (-3.548, 1.952, 3.697)  0.2852
C (1.345, -3.291, -4.201)  -0.7134
C (0.570, -2.072, -4.112)  0.4050
N (-0.066, -1.121, -4.039)  -0.4270
H (2.405, -3.132, -4.019)  0.2633
H (1.245, -3.726, -5.195)  0.3506
H (0.978, -4.000, -3.459)  0.1290
C (0.943, 4.430, 1.302)  -0.6467
C (1.461, 4.268, -0.046)  0.3859
N (1.871, 4.155, -1.113)  -0.4499
H (1.380, 3.729, 2.004)  0.2801
H (-0.138, 4.321, 1.288)  0.0892
H (1.143, 5.455, 1.624)  0.3108
C (-2.248, 4.656, -1.026)  -0.5934
C (-2.044, 5.786, -0.132)  0.3574
N (-1.902, 6.663, 0.591)  -0.4383
H (-2.519, 3.793, -0.421)  0.0781
H (-1.359, 4.456, -1.616)  0.2529
H (-3.091, 4.874, -1.683)  0.3503
C (2.788, -5.431, -0.892)  -0.9225
C (2.224, -4.107, -0.689)  0.3540
N (1.772, -3.084, -0.450)  -0.3261
H (2.273, -5.990, -1.671)  0.2930
H (2.681, -5.985, 0.042)  0.3087
H (3.840, -5.371, -1.163)  0.2930
C (-0.235, -0.253, -0.886)  -0.4592
C (-0.621, 0.946, -0.150)  0.2246
N (-0.929, 1.889, 0.424)  -0.3052
H (0.485, 0.042, -1.646)  0.2460
H (-1.116, -0.692, -1.344)  0.2908
H (0.245, -0.963, -0.217)  0.0235

***

--- Q ---
Formula: C14H21N7
Source: the OMol25 dataset
Level of theory: ωB97M-V with the def2-TZVPD basis set

Results
Net charge = 0
LUMO energy = -0.01 eV

Last column: Mulliken charge in e.
Geometry (Å):
C (0.179, 0.937, -0.067)  -0.6647
C (-0.504, -0.244, 0.254)  1.6362
N (-1.102, -1.173, 0.536)  -1.1432
H (0.506, 1.359, 0.884)  0.4545
H (-0.478, 1.683, -0.513)  0.8114
H (1.074, 0.703, -0.643)  -1.0359
C (0.727, -2.751, 0.861)  -0.7550
C (1.496, -1.804, 0.094)  0.9392
N (2.121, -1.078, -0.562)  -0.7667
H (0.234, -3.482, 0.221)  0.0189
H (0.022, -2.203, 1.487)  0.4966
H (1.397, -3.411, 1.412)  0.4512
C (1.796, -1.055, -2.866)  -1.4133
C (1.900, 0.116, -1.990)  0.6333
N (2.055, 1.070, -1.361)  -0.4152
H (2.359, -0.984, -3.796)  0.3693
H (0.746, -1.216, -3.110)  0.3170
H (2.071, -1.931, -2.279)  0.3716
C (-1.557, -0.930, 2.581)  -0.3233
C (-1.329, 0.480, 2.867)  0.4625
N (-1.192, 1.618, 3.119)  -0.6153
H (-2.394, -1.051, 1.892)  0.1357
H (-1.761, -1.495, 3.490)  0.4466
H (-0.629, -1.243, 2.102)  -0.3923
C (-1.660, 3.118, 0.817)  -1.1329
C (-0.971, 3.664, -0.387)  0.7672
N (-0.462, 4.082, -1.351)  -0.4985
H (-1.014, 3.016, 1.688)  0.4321
H (-1.880, 2.076, 0.587)  0.2035
H (-2.433, 3.786, 1.196)  0.3850
C (-1.649, -2.818, 0.275)  -0.4016
C (-1.499, -4.247, 0.033)  0.2192
N (-1.360, -5.363, -0.184)  -0.5432
H (-2.527, -2.682, 0.906)  0.2600
H (-1.741, -2.340, -0.701)  0.3832
H (-0.785, -2.346, 0.744)  0.0751
C (1.268, 2.890, -1.477)  0.1967
C (2.649, 3.235, -1.076)  0.4540
N (3.729, 3.424, -0.784)  -0.5529
H (0.945, 3.806, -1.971)  0.4522
H (0.592, 2.623, -0.665)  -0.8947
H (1.062, 2.160, -2.260)  0.1765

***

List of relative energies, unit kcal/mol: P 0.0; Q 498.2